Molecular formula: C26H35FLuN4O3Si
Method: DFT, ωB97M-V/def2-TZVPD

Output
LUMO level (hartree): -0.128
Energy (eV): -83843.5959
Total charge: +1
Energy above the lowest of the compared OMol25 structures with the same formula, charge and spin (kcal per mole): 0.00
Largest force on an atom (Eh/bohr): 0.026

Last column: Löwdin charge in e.
Atoms and positions in Å:
Lu -0.343 0.202 -0.150  1.68
F 6.815 -1.837 0.312  0.08
C 6.251 -0.618 0.421  -0.19
C 4.902 -0.479 0.299  0.11
C 4.343 0.802 0.361  -0.03
C 2.903 0.956 0.205  -0.28
O 2.135 -0.011 0.045  -0.07
C 2.415 2.305 0.230  -0.03
C 3.249 3.345 0.433  0.06
N 4.587 3.191 0.627  0.00
C 5.419 4.360 0.809  -0.26
C 6.087 4.570 2.138  -0.09
C 4.938 5.441 1.727  -0.08
C 5.155 1.926 0.556  -0.10
C 6.544 1.747 0.694  0.08
C 7.095 0.487 0.630  -0.15
N 8.514 0.350 0.754  -0.10
C 9.253 0.513 -0.485  -0.14
C 10.700 0.839 -0.180  -0.08
N 11.274 -0.252 0.693  0.06
C 10.454 -0.444 1.950  -0.08
C 9.031 -0.756 1.541  -0.15
C 0.933 2.245 0.041  -0.64
O 0.501 2.046 -1.125  -0.07
O 0.241 1.956 1.057  -0.07
H 4.263 -1.335 0.128  0.14
H 2.902 4.369 0.457  0.15
H 5.955 4.659 -0.084  0.16
H 7.084 4.987 2.137  0.11
H 5.886 3.835 2.904  0.12
H 5.135 6.459 1.426  0.11
H 4.003 5.288 2.247  0.11
H 7.194 2.590 0.876  0.12
H 8.835 1.339 -1.061  0.14
H 9.194 -0.387 -1.121  0.14
H 10.784 1.756 0.402  0.14
H 11.319 0.901 -1.072  0.14
H 12.244 -0.044 0.929  0.18
H 11.285 -1.130 0.169  0.18
H 10.523 0.493 2.500  0.14
H 10.918 -1.251 2.515  0.14
H 8.435 -0.881 2.445  0.15
H 9.005 -1.715 1.006  0.13
C -2.922 -0.587 2.149  -0.06
C -3.404 -0.148 0.806  -0.41
C -4.668 -0.162 0.283  -0.07
C -4.564 0.300 -1.065  -0.07
C -3.245 0.579 -1.286  -0.41
C -2.572 1.092 -2.517  -0.07
N -2.509 0.311 -0.143  -0.15
H -3.678 -0.413 2.916  0.08
H -2.036 -0.024 2.472  0.06
H -2.658 -1.648 2.178  0.06
H -5.565 -0.466 0.798  0.10
H -5.366 0.417 -1.777  0.09
H -3.284 1.154 -3.339  0.08
H -1.773 0.424 -2.879  0.06
H -2.130 2.084 -2.388  0.07
C -1.592 -3.522 -0.503  -0.27
Si -0.046 -2.606 0.084  0.38
C 0.289 -3.231 1.846  -0.27
C 1.401 -3.318 -0.925  -0.28
H -1.494 -4.601 -0.348  0.02
H -1.773 -3.353 -1.567  0.02
H -2.487 -3.183 0.022  0.01
H 0.357 -4.323 1.847  0.02
H -0.500 -2.949 2.546  0.00
H 1.230 -2.839 2.240  0.01
H 1.443 -4.407 -0.820  0.02
H 2.357 -2.913 -0.582  -0.01
H 1.315 -3.092 -1.990  0.01